Record 1
{"formula": "C33H53BCsF6IN7O2", "method": "ωB97M-V/def2-TZVPD", "species": ["Cs", "C", "C", "C", "C", "C", "C", "C", "C", "C", "N", "N", "B", "N", "N", "C", "C", "C", "C", "C", "C", "C", "C", "C", "N", "N", "C", "C", "C", "C", "C", "C", "C", "C", "C", "H", "H", "H", "H", "H", "H", "H", "H", "H", "H", "H", "H", "H", "H", "H", "H", "H", "H", "H", "H", "H", "H", "H", "H", "H", "H", "H", "H", "H", "H", "H", "H", "H", "H", "H", "H", "H", "H", "H", "H", "H", "H", "H", "H", "H", "H", "C", "C", "O", "C", "F", "F", "F", "C", "F", "F", "F", "H", "H", "H", "N", "C", "O", "C", "I", "H", "H", "H", "H"], "xyz": [[-0.853, 19.245, 9.484], [-3.038, 23.277, 12.338], [-1.526, 23.110, 12.199], [-1.072, 22.865, 10.740], [-1.041, 21.987, 13.119], [-1.105, 21.990, 14.516], [-0.801, 20.700, 14.865], [-0.753, 20.130, 16.250], [0.310, 20.890, 17.074], [-2.083, 20.251, 16.962], [-0.512, 19.974, 13.749], [-0.721, 20.784, 12.650], [-0.373, 18.449, 13.602], [0.694, 18.026, 12.511], [0.294, 17.007, 11.657], [1.355, 16.497, 11.097], [2.505, 17.195, 11.596], [2.039, 18.124, 12.504], [2.873, 18.949, 13.438], [2.688, 20.445, 13.214], [2.588, 18.566, 14.863], [1.376, 15.400, 10.053], [2.346, 14.337, 10.512], [-0.023, 14.862, 9.802], [-1.688, 17.792, 13.172], [-2.321, 18.329, 12.150], [-3.345, 17.556, 11.844], [-3.308, 16.383, 12.695], [-2.261, 16.620, 13.557], [-1.749, 15.840, 14.739], [-2.892, 15.118, 15.394], [-0.571, 14.892, 14.375], [-4.296, 18.014, 10.791], [-5.726, 18.152, 11.257], [-4.224, 17.230, 9.490], [-3.404, 24.173, 11.792], [-3.295, 23.375, 13.410], [-3.554, 22.372, 11.944], [-1.101, 24.026, 12.615], [-1.621, 22.055, 10.287], [-0.006, 22.610, 10.710], [-1.195, 23.768, 10.125], [-1.232, 22.845, 15.177], [-0.465, 19.074, 16.201], [-0.063, 21.894, 17.218], [1.319, 20.967, 16.594], [0.500, 20.416, 18.038], [-2.429, 21.288, 17.036], [-1.955, 19.807, 17.957], [-2.850, 19.675, 16.485], [-0.054, 17.919, 14.585], [3.549, 17.112, 11.251], [3.927, 18.724, 13.207], [1.662, 20.792, 13.526], [2.882, 20.669, 12.187], [3.388, 21.033, 13.824], [1.667, 19.002, 15.237], [3.442, 18.913, 15.526], [2.520, 17.468, 14.924], [1.726, 15.908, 9.168], [2.012, 13.921, 11.480], [3.349, 14.762, 10.630], [2.294, 13.484, 9.816], [-0.469, 14.418, 10.718], [-0.039, 14.075, 9.031], [-0.658, 15.714, 9.505], [-4.094, 15.626, 12.760], [-1.369, 16.603, 15.441], [-3.250, 14.308, 14.787], [-3.646, 15.848, 15.614], [-2.577, 14.614, 16.316], [-0.876, 14.065, 13.739], [-0.225, 14.424, 15.281], [0.168, 15.456, 13.830], [-4.002, 19.050, 10.531], [-6.093, 17.244, 11.773], [-6.369, 18.253, 10.389], [-5.881, 18.963, 11.948], [-4.644, 16.211, 9.693], [-3.172, 17.082, 9.163], [-4.819, 17.591, 8.653], [-2.893, 20.476, 5.659], [-2.317, 21.665, 6.444], [-1.895, 21.341, 7.666], [-3.514, 22.653, 6.589], [-4.285, 22.131, 7.554], [-4.248, 22.770, 5.466], [-3.174, 23.903, 7.003], [-1.180, 22.356, 5.647], [-0.517, 23.250, 6.386], [-1.602, 23.079, 4.581], [-0.246, 21.499, 5.166], [-3.844, 20.152, 6.078], [-2.114, 19.673, 5.762], [-3.030, 20.679, 4.588], [1.736, 19.503, 5.701], [0.901, 18.441, 5.648], [0.617, 17.761, 6.614], [0.245, 18.203, 4.291], [1.605, 17.677, 2.820], [2.001, 19.819, 6.625], [1.751, 20.219, 4.993], [-0.311, 19.085, 3.995], [-0.432, 17.406, 4.388]], "mulliken_charge": [1.001, -1.315, 0.468, -1.113, -0.205, -0.526, -0.335, 1.188, -1.735, -1.697, 0.427, 0.203, -0.174, 1.207, -0.510, -0.179, -0.729, -0.333, 0.057, -1.359, -1.099, 0.818, -1.331, -1.143, 0.409, -0.530, 0.073, -0.681, -0.133, 1.555, -1.970, -1.221, 0.651, -1.630, -1.453, 0.381, 0.430, 0.145, 0.354, -0.094, 0.364, 0.436, 0.513, -0.137, 0.435, 0.264, 0.429, 0.280, 0.465, 0.378, -0.113, 0.314, 0.478, 0.167, 0.351, 0.420, 0.104, 0.467, 0.239, 0.172, 0.233, 0.368, 0.395, 0.176, 0.444, 0.153, 0.367, -0.208, 0.341, 0.439, 0.461, 0.329, 0.413, 0.101, 0.139, 0.296, 0.451, 0.376, 0.304, 0.139, 0.425, -1.509, 1.367, -0.980, 0.444, -0.215, -0.308, -0.276, 0.295, -0.259, -0.332, -0.183, 0.407, 0.080, 0.330, -0.277, 0.656, -0.544, -1.089, 0.082, 0.247, 0.218, 0.355, 0.448], "homo_ev": -5.510, "energy_ev": -75243.861, "spin_multiplicity": 1, "charge": -1}

=====

Record 2
{"formula": "C33H53BrF4N4O5RuSSi", "method": "ωB97M-V/def2-TZVPD", "species": ["Ru", "C", "N", "C", "C", "C", "N", "C", "C", "F", "C", "F", "C", "C", "F", "C", "F", "H", "H", "H", "H", "H", "H", "H", "H", "H", "H", "H", "Br", "C", "C", "C", "C", "C", "C", "C", "O", "O", "H", "H", "H", "H", "N", "C", "C", "N", "C", "C", "H", "H", "H", "H", "H", "H", "H", "H", "H", "H", "H", "C", "C", "C", "C", "O", "Si", "S", "O", "C", "C", "C", "C", "O", "C", "C", "C", "C", "H", "H", "H", "H", "H", "H", "H", "H", "H", "H", "H", "H", "H", "H", "H", "H", "H", "H", "H", "H", "H", "H", "H", "H", "H", "H", "H"], "xyz": [[-0.533, 1.420, -0.061], [-0.683, 0.531, -3.376], [0.100, 1.440, -2.523], [0.164, 2.749, -3.192], [1.445, 0.869, -2.352], [2.239, 1.583, -1.285], [1.539, 1.522, 0.011], [2.192, 1.759, 1.151], [1.569, 1.501, 2.415], [0.345, 0.989, 2.481], [2.224, 1.732, 3.598], [1.604, 1.434, 4.734], [3.505, 2.258, 3.623], [4.126, 2.561, 2.420], [5.335, 3.108, 2.422], [3.508, 2.330, 1.217], [4.130, 2.716, 0.107], [-0.170, 0.346, -4.327], [-1.645, 0.993, -3.603], [-0.846, -0.418, -2.867], [0.595, 2.641, -4.193], [0.755, 3.456, -2.618], [-0.840, 3.159, -3.279], [2.009, 0.907, -3.294], [1.327, -0.180, -2.080], [2.385, 2.634, -1.545], [3.228, 1.133, -1.199], [4.007, 2.443, 4.564], [1.622, 7.789, 3.648], [1.020, 7.150, 1.990], [1.041, 7.981, 0.878], [0.598, 7.504, -0.349], [0.137, 6.202, -0.468], [0.121, 5.379, 0.653], [0.561, 5.850, 1.889], [-0.330, 3.978, 0.567], [-0.308, 3.221, 1.560], [-0.717, 3.475, -0.557], [1.404, 8.995, 0.972], [0.620, 8.156, -1.211], [-0.207, 5.822, -1.421], [0.543, 5.201, 2.753], [-5.462, 2.326, -0.420], [-4.778, 2.638, 0.894], [-3.285, 2.732, 0.663], [-2.738, 1.495, 0.069], [-3.421, 1.165, -1.192], [-4.922, 1.047, -1.023], [-5.306, 3.102, -1.070], [-6.474, 2.258, -0.292], [-5.050, 1.829, 1.571], [-5.193, 3.572, 1.269], [-2.777, 2.937, 1.604], [-3.043, 3.553, -0.014], [-2.864, 0.722, 0.724], [-3.027, 0.222, -1.570], [-3.168, 1.947, -1.913], [-5.197, 0.253, -0.328], [-5.431, 0.881, -1.971], [-1.446, -5.631, 0.894], [-1.705, -4.295, 1.568], [-1.819, -4.454, 3.070], [-2.937, -3.615, 0.986], [-0.566, -3.412, 1.360], [0.157, -2.805, 0.061], [-0.704, -0.769, -0.156], [-0.279, -3.520, -1.309], [0.467, -4.041, -2.454], [1.380, -5.150, -1.964], [-0.586, -4.566, -3.408], [1.254, -2.905, -3.085], [1.740, -2.598, 0.220], [2.736, -2.921, 1.243], [2.502, -2.003, 2.425], [2.604, -4.380, 1.636], [4.074, -2.648, 0.585], [-2.281, -6.308, 1.079], [-0.542, -6.093, 1.295], [-1.335, -5.516, -0.184], [-2.684, -5.067, 3.321], [-1.929, -3.480, 3.548], [-0.929, -4.937, 3.474], [-3.828, -4.217, 1.169], [-2.830, -3.481, -0.093], [-3.074, -2.638, 1.456], [0.800, -5.948, -1.500], [2.102, -4.768, -1.241], [1.939, -5.577, -2.799], [-1.142, -5.387, -2.954], [-0.119, -4.932, -4.322], [-1.287, -3.773, -3.672], [1.980, -2.489, -2.383], [0.576, -2.113, -3.411], [1.796, -3.266, -3.960], [1.513, -2.160, 2.860], [2.585, -0.966, 2.102], [3.249, -2.184, 3.199], [1.637, -4.585, 2.094], [3.381, -4.630, 2.360], [2.734, -5.028, 0.769], [4.130, -1.609, 0.253], [4.218, -3.298, -0.278], [4.884, -2.830, 1.292]], "mulliken_charge": [0.043, -1.205, 1.181, -1.262, -0.362, -1.288, 1.174, -0.334, 0.322, -0.513, 0.311, -0.311, -0.661, 0.226, -0.307, 0.649, -0.318, 0.389, 0.295, 0.186, 0.412, 0.206, 0.311, 0.551, -0.688, 0.473, 0.706, 0.568, -0.151, -0.343, -0.308, -0.957, -0.241, 0.193, -0.291, 1.596, -0.765, -0.700, 0.449, 0.433, 0.428, 0.604, -0.086, -1.006, -0.960, 0.618, -0.128, -1.080, 0.399, 0.361, 0.394, 0.466, 0.410, 0.522, 0.419, 0.205, 0.194, 0.406, 0.450, -1.368, 1.680, -1.719, -1.419, 0.291, -2.913, 0.194, 0.150, 1.733, -1.334, -1.769, -1.308, 1.676, 1.642, -1.178, -1.519, -1.606, 0.558, 0.326, 0.044, 0.416, 0.327, 0.372, 0.548, 0.152, 0.214, 0.302, -0.025, 0.557, 0.374, 0.398, 0.343, -0.014, 0.203, 0.602, 0.177, -0.040, 0.623, 0.146, 0.541, 0.361, 0.181, 0.358, 0.441], "homo_ev": [-13.085, -13.090], "energy_ev": -153476.721, "spin_multiplicity": 5, "charge": 2, "s_squared": 6.058}

=====

Results for energy above the lowest of the compared OMol25 structures with the same formula, charge and spin: 19.98 81.99 (in kJ/mol, following the order of the records).